# 1
Below is a structure of composition C31H28FKNP2S at a distorted geometry, with properties calculated with ωB97M-V/def2-TZVPD.

Each line ends with the Mulliken charge.
Cartesian coordinates (Å):
1 K -3.7353 1.0703 0.3269  0.771
2 S -3.7790 2.2695 3.0887  -0.484
3 C -2.5364 3.2519 2.3896  -0.051
4 C -2.0955 4.4260 3.0519  -0.464
5 C -1.0967 5.1995 2.5116  -0.262
6 C -0.5071 4.8155 1.3054  -0.937
7 C -0.9853 3.6646 0.7136  -0.080
8 N -1.9667 2.9054 1.2101  0.076
9 H -2.5677 4.6880 3.9887  0.415
10 H -0.7663 6.0968 3.0247  0.363
11 H 0.2923 5.3827 0.8474  0.405
12 H -0.5510 3.3149 -0.2202  0.231
13 C -0.1686 -1.3323 -0.0879  -0.678
14 C -1.2854 -0.3200 -0.2666  -1.876
15 P -1.8692 0.0751 -2.0057  -0.237
16 C -0.1565 0.5644 -2.6038  0.121
17 C 0.9092 -0.2817 -2.9216  0.068
18 C 2.1558 0.2230 -3.2622  -0.625
19 C 2.3718 1.5957 -3.2936  -0.462
20 C 1.3249 2.4551 -2.9985  -0.680
21 C 0.0763 1.9382 -2.6701  -0.289
22 C -1.9552 -1.5666 -2.8161  0.423
23 C -2.4767 -2.6861 -2.1691  -0.320
24 C -2.5578 -3.9065 -2.8235  -0.689
25 C -2.1460 -4.0269 -4.1452  -0.452
26 C -1.6579 -2.9116 -4.8095  -0.615
27 C -1.5635 -1.6951 -4.1470  -0.265
28 P -0.1072 -1.6810 1.7145  -0.516
29 C 0.3370 0.0180 2.2460  0.096
30 C 1.4933 0.6683 1.8088  -0.031
31 C 1.7511 1.9732 2.1945  -1.091
32 C 0.8537 2.6477 3.0196  -0.362
33 C -0.2993 2.0153 3.4523  -0.850
34 C -0.5542 0.7035 3.0670  -0.086
35 C 1.5033 -2.5478 1.8841  0.562
36 C 2.1238 -3.2183 0.8330  -0.153
37 C 3.3112 -3.9136 1.0342  -0.672
38 C 3.8990 -3.9463 2.2886  -0.408
39 C 3.2890 -3.2814 3.3463  -0.567
40 C 2.1026 -2.5963 3.1450  -0.479
41 H 0.7826 -0.9319 -0.4415  0.344
42 H -0.3581 -2.2632 -0.6282  0.936
43 H -0.9669 0.6423 0.1470  0.225
44 H -2.1437 -0.6485 0.3211  1.171
45 H 0.7624 -1.3560 -2.9054  0.410
46 H 2.9652 -0.4583 -3.4981  0.393
47 H 3.3472 1.9891 -3.5534  0.384
48 H 1.4752 3.5278 -3.0301  0.414
49 H -0.7460 2.6152 -2.4606  0.445
50 H -2.8544 -2.5771 -1.1617  0.441
51 H -2.9602 -4.7663 -2.3010  0.375
52 H -2.2146 -4.9802 -4.6555  0.364
53 H -1.3470 -2.9850 -5.8454  0.388
54 H -1.1736 -0.8322 -4.6768  0.416
55 H 2.1927 0.1490 1.1617  0.398
56 H 2.6449 2.4738 1.8411  0.409
57 H 1.0460 3.6758 3.3026  0.457
58 H -1.0237 2.5426 4.0609  0.891
59 H -1.4769 0.2270 3.3778  0.371
60 H 1.6856 -3.2005 -0.1580  0.295
61 H 3.7782 -4.4261 0.2018  0.372
62 H 4.8257 -4.4846 2.4442  0.355
63 H 3.7406 -3.2977 4.3309  0.368
64 H 1.6354 -2.0768 3.9748  0.336
65 F -4.0267 -0.6091 -1.1003  -0.809

Forces on the atoms, in the same order (eV/Å):
-0.6 1.0 0.5
0.0 0.2 0.2
-0.3 0.2 -0.3
-0.1 0.2 -0.2
-0.1 0.0 0.0
-0.1 0.0 -0.1
-0.1 0.0 -0.1
0.1 0.3 0.1
0.0 0.0 0.0
0.0 0.0 0.0
0.0 0.0 0.0
0.0 0.0 0.0
0.2 -0.1 0.0
-0.1 0.0 -0.4
0.4 -0.1 0.0
0.0 0.1 0.0
0.0 0.0 0.0
0.0 0.0 0.0
0.0 0.0 0.0
0.0 0.0 0.0
0.0 0.0 0.0
-0.1 0.0 0.0
0.0 0.0 0.0
0.0 0.0 0.0
0.0 0.0 0.0
0.0 0.0 0.0
0.0 0.0 -0.1
0.1 0.0 0.1
0.0 0.0 0.3
0.1 0.0 0.0
0.0 -0.1 0.0
0.1 -0.1 0.2
0.3 -0.1 0.3
0.1 -0.2 0.0
0.1 0.1 0.0
0.0 0.0 0.0
0.0 0.0 0.0
0.0 0.0 0.0
0.0 0.0 0.0
0.0 0.0 0.0
0.0 0.0 0.1
-0.1 0.1 0.0
0.0 0.0 0.0
0.0 -0.2 -0.2
0.0 0.0 0.0
0.0 0.0 0.0
0.0 0.0 0.0
0.0 0.0 0.0
0.0 0.0 0.0
0.0 0.0 0.0
0.0 0.0 0.0
0.0 0.0 0.0
0.0 0.0 0.0
0.0 0.0 0.0
0.0 0.0 0.0
0.0 0.0 0.0
0.0 -0.1 0.0
0.3 -0.3 0.1
0.0 0.0 0.0
0.0 0.0 0.0
0.0 0.0 0.0
0.0 0.0 0.0
0.0 0.0 0.0
0.0 0.0 0.0
-0.1 -0.9 -0.6

Output
- Net charge: -1
- E: -3033.67484 Eh
- E_LUMO: 0.09392 Eh
- Frontier orbital gap: 6.94 eV

# 2
Below is a structure of composition C31H29ClNO5PS3W at a distorted geometry, with properties calculated with ωB97M-V/def2-TZVPD.

Each line ends with the Mulliken spin population.
Cartesian coordinates (Å):
1 W -0.6642 0.6171 -0.2756  1.713
2 O -3.9423 0.4699 -5.5608  0.009
3 C -3.2098 0.5233 -4.4642  0.020
4 C -1.9853 1.2121 -4.3870  -0.009
5 C -1.3070 1.2118 -3.1952  0.036
6 N -1.7957 0.5791 -2.1139  0.048
7 C -2.9304 -0.1320 -2.1958  0.015
8 C -3.6740 -0.1788 -3.3409  -0.003
9 C -3.2012 -0.8596 -0.9037  0.013
10 O -4.1424 -1.5636 -0.7058  0.032
11 O -2.2338 -0.5955 -0.0357  0.018
12 C 0.0512 1.7909 -2.8541  0.044
13 O 1.3746 3.8683 -2.8141  0.000
14 O 0.3589 1.3009 -1.6135  -0.134
15 H -3.5523 0.9391 -6.3081  0.000
16 H -1.5772 1.7072 -5.2598  0.000
17 H -4.5878 -0.7562 -3.3827  0.000
18 C 2.4442 0.3175 -2.7736  -0.017
19 C 3.0897 1.2153 -1.7048  -0.009
20 S 2.5146 0.8457 0.0088  0.023
21 C 2.6433 2.4871 0.7874  0.011
22 C 1.8003 3.6101 0.1941  0.001
23 S -0.0112 3.3024 0.2059  0.047
24 C -0.5783 3.8744 -1.4610  0.025
25 C 0.0712 3.3564 -2.7619  -0.025
26 S 1.3797 1.1669 -4.0024  -0.002
27 H 1.8644 -0.4889 -2.3302  0.010
28 H 3.2043 -0.1348 -3.4096  -0.002
29 H 2.8819 2.2612 -1.9099  -0.001
30 H 4.1688 1.0724 -1.6856  0.001
31 H 3.6905 2.7870 0.7400  0.001
32 H 2.3935 2.3052 1.8333  -0.005
33 H 2.0757 3.8334 -0.8293  -0.003
34 H 1.9506 4.5049 0.7978  0.004
35 H -0.4489 4.9549 -1.4470  0.002
36 H -1.6466 3.6501 -1.4579  0.007
37 H 1.6397 4.0447 -3.7224  0.000
38 H -0.5370 3.7461 -3.5849  0.000
39 Cl -2.0843 1.4427 1.8147  0.002
40 C -2.0563 0.2266 3.0756  -0.012
41 C -2.9450 0.3344 4.1249  -0.001
42 C -2.8607 -0.5854 5.1603  0.000
43 C -1.8846 -1.5720 5.1504  0.002
44 C -1.0069 -1.6698 4.0833  0.000
45 C -1.1020 -0.7831 3.0135  0.008
46 P -0.0157 -0.9385 1.5694  0.071
47 C -0.3952 -2.5261 0.7530  -0.011
48 C 0.1174 -2.6661 -0.5439  0.073
49 C -0.2317 -3.7550 -1.3215  0.055
50 C -1.1012 -4.7106 -0.8092  0.002
51 C -1.5952 -4.5849 0.4787  0.007
52 C -1.2431 -3.4948 1.2655  -0.007
53 C 1.6334 -1.1379 2.2803  0.002
54 C 2.4881 -2.1455 1.8439  0.004
55 C 3.7815 -2.2070 2.3406  0.001
56 C 4.2174 -1.2692 3.2655  -0.002
57 C 3.3593 -0.2713 3.7100  0.003
58 C 2.0678 -0.1989 3.2178  0.014
59 H -3.6853 1.1230 4.1477  0.001
60 H -3.5572 -0.5185 5.9846  0.000
61 H -1.8038 -2.2666 5.9751  0.000
62 H -0.2368 -2.4318 4.0700  0.000
63 H 0.8225 -1.9271 -0.9220  -0.080
64 H 0.1688 -3.8590 -2.3219  0.001
65 H -1.3919 -5.5559 -1.4182  0.000
66 H -2.2763 -5.3268 0.8728  0.000
67 H -1.6517 -3.3940 2.2615  0.000
68 H 2.1391 -2.8827 1.1330  0.000
69 H 4.4458 -2.9906 2.0019  0.000
70 H 5.2277 -1.3199 3.6489  0.000
71 H 3.6967 0.4469 4.4460  0.000
72 H 1.3876 0.5695 3.5718  -0.003

Forces on the atoms, in the same order (eV/Å):
-1.3 0.7 0.8
-0.2 -0.1 0.0
0.4 0.1 0.2
-0.1 0.0 -0.1
0.1 -0.1 0.4
-0.1 0.0 -0.3
0.1 0.2 0.0
-0.2 -0.1 0.1
-0.3 -0.1 -0.3
0.0 0.0 0.0
0.3 -0.2 0.2
0.2 0.4 -1.1
0.0 0.2 0.1
1.1 0.0 -1.1
0.1 0.1 0.0
0.0 0.0 0.0
0.0 0.0 0.0
-0.1 0.2 -0.1
-0.2 0.0 0.3
0.4 0.1 0.0
-0.1 -0.3 -0.2
-0.2 -0.1 0.0
0.0 0.2 0.0
0.2 -0.1 0.1
-0.1 -0.2 0.3
-0.2 -0.1 0.2
0.1 -0.1 0.0
0.0 0.0 0.0
0.0 0.0 -0.1
0.0 0.0 0.0
0.0 0.0 0.1
0.0 0.0 0.0
0.0 0.0 0.0
0.0 0.0 0.0
-0.1 0.0 0.0
0.0 0.1 0.0
0.0 -0.1 -0.1
0.0 0.0 0.0
-0.1 0.6 0.1
0.2 -0.6 0.2
-0.1 0.2 -0.1
0.1 0.0 0.0
0.0 0.0 0.0
0.0 0.0 0.0
0.0 0.3 -0.3
0.2 -1.7 0.8
0.2 0.2 -0.2
0.0 0.0 0.2
0.0 0.0 0.0
0.0 0.0 0.0
0.0 0.0 0.1
0.0 0.1 0.0
0.0 0.3 -0.1
-0.1 0.0 0.0
0.0 0.0 0.0
0.0 0.0 0.0
0.0 0.1 0.1
0.0 -0.1 -0.1
0.0 0.0 0.0
0.0 0.0 0.0
0.0 0.0 0.0
0.0 0.0 0.0
0.0 0.0 -0.1
0.0 0.0 0.0
0.0 0.0 0.0
0.0 0.0 0.0
-0.1 0.0 0.0
0.1 0.0 0.0
0.0 0.0 0.0
0.0 0.0 0.0
0.0 0.0 0.0
0.0 0.0 0.0

Output
- Net charge: +2
- E: -3692.37000 Eh
- E_LUMO (alpha / beta): -0.24259 / -0.26238 Eh
- Frontier orbital gap (alpha / beta): 6.74 / 7.01 eV
- 2S+1: 3

# 3
Below is a structure of composition C31H29LuNO4P2S at a distorted geometry, with properties calculated with ωB97M-V/def2-TZVPD.

Each line ends with the Mulliken charge.
Cartesian coordinates (Å):
1 Lu -1.0078 1.7126 0.5504  1.746
2 C 1.0747 -1.1362 1.4219  -1.254
3 C 2.2791 -0.3487 0.9020  -1.234
4 P 1.6743 1.3128 0.3016  0.566
5 C 3.0560 2.4634 0.5844  0.693
6 C 3.6934 2.5193 1.8223  -0.583
7 C 4.6898 3.4534 2.0449  -0.803
8 C 5.0443 4.3466 1.0463  -0.468
9 C 4.3978 4.3071 -0.1788  -0.814
10 C 3.3980 3.3801 -0.4080  -0.636
11 C 1.7430 1.1102 -1.5214  0.484
12 C 0.6253 1.4709 -2.2778  -0.320
13 C 0.6593 1.3644 -3.6600  -1.011
14 C 1.7990 0.8862 -4.2912  -0.587
15 C 2.9154 0.5396 -3.5459  -0.890
16 C 2.8940 0.6607 -2.1665  -0.289
17 P -0.2165 -1.2672 0.0719  1.551
18 C 0.1998 -2.9323 -0.5556  0.753
19 C 1.1897 -3.0210 -1.5324  -0.247
20 C 1.6330 -4.2610 -1.9544  -0.639
21 C 1.0749 -5.4137 -1.4249  -0.597
22 C 0.0538 -5.3262 -0.4928  -0.772
23 C -0.3853 -4.0901 -0.0526  -0.919
24 C -1.7463 -1.5093 1.1134  1.663
25 C -2.7641 -0.3975 0.7110  -0.852
26 C -3.3466 0.3569 1.8348  -0.384
27 C -3.2152 -0.0596 3.1110  -0.924
28 C -2.3885 -1.1792 3.4632  -1.098
29 C -1.6147 -1.7852 2.5482  -0.996
30 H 0.6167 -0.5954 2.2656  0.664
31 H 1.3654 -2.1387 1.7523  0.532
32 H 2.7717 -0.8920 0.0941  0.517
33 H 3.0083 -0.2036 1.7021  0.686
34 H 3.4130 1.8405 2.6168  0.377
35 H 5.1851 3.4946 3.0035  0.409
36 H 5.8111 5.0845 1.2261  0.407
37 H 4.6640 5.0058 -0.9572  0.421
38 H 2.8810 3.3657 -1.3563  0.428
39 H -0.2671 1.8959 -1.7792  1.070
40 H -0.1960 1.6663 -4.2459  0.480
41 H 1.8218 0.8010 -5.3665  0.419
42 H 3.8075 0.1847 -4.0404  0.467
43 H 3.7799 0.4294 -1.5917  0.482
44 H 1.6075 -2.1142 -1.9504  0.310
45 H 2.4118 -4.3279 -2.6977  0.454
46 H 1.4326 -6.3805 -1.7425  0.397
47 H -0.3975 -6.2253 -0.1024  0.439
48 H -1.1796 -4.0309 0.6764  0.334
49 H -2.2456 -0.0494 -1.2880  0.418
50 H -3.9254 1.2435 1.5876  0.575
51 H -3.6955 0.4914 3.9047  0.511
52 H -2.3224 -1.4651 4.5013  0.531
53 H -0.8880 -2.5301 2.8360  0.520
54 O -2.0535 3.2229 -0.3202  -0.589
55 S -1.5088 3.9776 0.8987  1.059
56 O -2.0059 5.2732 1.1357  -0.689
57 O -0.0377 3.7579 0.6945  -0.520
58 O -1.7863 2.9112 1.9666  -0.630
59 C -5.3756 -1.4421 0.4800  -0.338
60 C -5.2210 -0.3447 -0.4748  -0.597
61 C -4.1822 0.3727 -0.9488  -0.569
62 N -2.8009 0.3752 -0.5307  0.019
63 C -3.0654 -1.8487 0.4422  -0.093
64 C -4.3968 -2.2179 0.9691  -1.409
65 H -6.3979 -1.6520 0.7512  0.483
66 H -6.1727 -0.0664 -0.9118  0.372
67 H -4.3608 1.1031 -1.7286  0.506
68 H -2.9520 -2.1144 -0.6088  0.604
69 H -4.5557 -3.0168 1.6752  0.403

Forces on the atoms, in the same order (eV/Å):
0.7 -4.7 -0.9
-0.2 0.2 -0.1
-0.2 0.2 0.2
1.5 -0.6 -0.6
-0.3 0.1 0.2
-0.1 -0.1 -0.1
0.0 0.0 0.1
0.0 0.0 0.0
0.0 0.1 0.0
-0.1 -0.2 0.1
-0.3 0.2 0.1
0.2 0.1 0.3
-0.2 0.0 0.0
-0.1 0.0 0.1
0.0 0.0 0.0
-0.2 0.0 0.1
0.0 -1.2 0.8
-0.1 0.4 -0.3
-0.1 0.1 0.1
0.1 -0.1 0.0
0.0 0.0 0.0
0.0 -0.1 0.0
0.0 0.2 0.0
0.5 -0.1 -0.6
-0.5 -0.2 -0.1
-0.2 -0.2 0.3
-0.2 0.5 -0.6
0.4 -0.4 -0.1
-0.3 0.1 0.3
0.2 -0.2 -0.1
-0.1 0.2 0.0
0.1 0.1 0.0
0.0 0.0 -0.1
0.0 0.0 0.1
0.0 0.0 0.1
0.1 0.0 0.0
0.0 0.1 0.0
0.0 0.1 -0.1
0.4 -0.1 -0.6
-0.1 0.0 0.0
0.0 0.0 -0.1
0.1 0.0 0.0
0.1 0.0 0.1
0.1 0.1 -0.1
0.1 0.0 -0.1
0.0 -0.1 -0.1
0.0 -0.1 0.0
-0.1 0.0 0.1
-0.1 0.1 0.4
0.1 -0.1 0.1
0.0 0.1 0.0
0.1 0.0 0.1
0.1 -0.1 0.1
-1.0 1.5 -0.6
0.2 2.1 0.0
-0.1 0.0 0.0
-0.2 0.5 0.0
-0.9 1.2 1.5
0.1 -0.5 0.4
0.2 0.2 -0.3
-0.2 0.4 -0.2
0.5 -0.2 0.1
0.2 0.2 0.1
0.1 0.2 0.0
-0.2 -0.1 0.1
0.1 0.1 -0.2
-0.1 0.0 0.1
0.0 0.2 0.0
-0.1 -0.1 0.1

Output
- Net charge: +1
- E: -3870.61155 Eh
- E_LUMO: -0.10620 Eh
- Frontier orbital gap: 8.80 eV